# 1
# C4H6O2Rh

C4H6O2Rh as an isolated structure in a non-equilibrium geometry (wB97M-V/def2-TZVPD, the OMol25 dataset).

Results
Energy (eV): -11330.8217
Gap between HOMO and LUMO (alpha / beta) (eV): 8.0 / 7.5
F_max (eV Å⁻¹): 4.4
2S+1: 5
<S²>: 6.023
Total charge: +1

Last column: Löwdin spin population.
Geometry (Å):
O -2.15 0.98 -0.94  0.06
C -1.16 0.18 -1.46  0.34
H -2.18 0.72 0.09  0.02
H -1.56 -0.82 -1.20  0.03
C 1.78 -1.53 0.77  0.80
C 0.85 -0.59 1.03  0.11
C 0.67 0.79 0.48  0.04
O 0.21 0.87 -0.87  0.21
Rh 0.55 0.05 -2.53  2.29
H -0.06 -0.89 1.59  0.03
H 1.60 -2.45 1.36  0.06
H 1.57 1.39 0.65  0.00
H -0.13 1.31 1.03  0.01

***

# 2
# C4H6O2S

A single C4H6O2S molecule in a non-equilibrium geometry (wB97M-V/def2-TZVPD, the OMol25 dataset).

Results
Energy (eV): -19172.7364
SMILES: S=C1COCOC1
Gap between HOMO and LUMO (eV): 8.5
F_max (eV Å⁻¹): 5.3

Last column: Löwdin charge in e.
Geometry (Å):
S -2.77 0.06 -0.44  0.79
C -1.19 0.04 -0.04  -0.72
C -0.49 -1.16 0.17  -0.28
O 0.64 -1.16 -0.70  -0.05
C 1.50 -0.10 -0.31  -0.24
O 0.97 1.18 -0.52  -0.09
C -0.32 1.34 0.05  -0.18
H -0.14 -1.47 1.18  0.16
H -1.17 -1.82 -0.08  0.05
H 2.38 -0.12 -0.89  0.12
H 1.90 -0.22 0.83  0.18
H -1.07 2.08 -0.43  0.13
H -0.25 1.35 1.18  0.15

***

# 3
# C4H6O2S

A single C4H6O2S molecule in a non-equilibrium geometry (wB97M-V/def2-TZVPD, the OMol25 dataset).

Results
Energy (eV): -19173.3323
SMILES: C1S[C@H]2CO[C@@H]1O2
Gap between HOMO and LUMO (eV): 9.6
F_max (eV Å⁻¹): 5.3

Last column: Löwdin charge in e.
Geometry (Å):
C -1.18 1.03 -0.13  -0.41
S -1.70 -0.65 -0.14  0.95
C -0.03 -1.13 0.51  -0.47
C 1.03 -0.88 -0.53  -0.25
O 0.93 0.45 -0.67  -0.06
C 0.13 0.92 0.37  -0.55
O 0.19 0.01 1.37  -0.05
H -1.34 1.34 -1.22  0.12
H -1.83 1.71 0.31  0.07
H 0.11 -2.12 1.12  0.17
H 0.81 -1.36 -1.47  0.12
H 2.16 -1.13 -0.18  0.17
H 0.73 1.78 0.65  0.18

***

The lowest F_max belongs to which entry? C4H6O2Rh